{
  "formula": "C7H14CaO3",
  "method": "the ωB97M-V functional and the def2-TZVPD basis",
  "elements": ["C", "O", "C", "C", "O", "C", "H", "H", "H", "H", "H", "H", "H", "H", "H", "C", "C", "O", "C", "Ca", "H", "H", "H", "H", "H"],
  "positions_angstrom": [[0.40929, 2.56228, -1.30821], [0.59999, 1.88194, -0.07816], [1.69567, 2.36801, 0.69372], [1.78283, 1.65095, 2.02615], [2.08491, 0.29515, 1.86364], [1.00594, -0.65334, 2.05101], [0.40755, 3.64860, -1.13871], [1.24014, 2.30206, -1.97549], [1.55371, 3.44623, 0.86626], [2.62106, 2.20513, 0.11778], [0.84823, 1.80876, 2.59583], [2.60362, 2.11700, 2.59288], [-0.14248, -2.14204, 0.80488], [1.49082, -1.62042, 1.83245], [0.62676, -0.61335, 3.09101], [-0.42377, -2.56599, -0.27886], [-0.89682, -2.27970, -1.50855], [-1.77259, -1.33673, -1.84944], [-2.24561, -0.46287, -0.77878], [-0.42665, 0.06406, 0.41903], [-0.79099, -3.47130, 0.20428], [-0.56777, -2.84662, -2.38621], [-3.01578, -1.01805, -0.20730], [-2.78049, 0.33983, -1.31015], [-0.53929, 2.24689, -1.76304]],
  "forces_ev_per_a": [[0.3469, 0.2782, -0.3768], [0.1426, 1.0700, -0.1147], [0.5638, 0.4955, -0.0267], [0.0161, -0.3853, -0.0264], [0.7220, 0.7941, -0.0454], [-0.3949, -0.9124, 0.9606], [-0.1046, -0.2492, -0.0929], [-0.1661, 0.1621, -0.0590], [0.0565, -0.1380, -0.1021], [-0.1858, 0.0739, 0.1781], [0.1507, -0.0898, -0.0449], [-0.2323, 0.0511, -0.0761], [-1.2935, 0.8661, -2.6144], [-0.1030, 0.2344, 0.5740], [0.6860, -0.2657, 0.1043], [0.4378, -0.4667, 4.1052], [-1.2239, 0.8207, -0.3616], [1.4327, 0.0896, -0.6924], [-1.9612, 0.3968, -0.4324], [0.3380, -0.4367, 0.3491], [1.3827, -1.5610, -1.3331], [-0.8573, -0.4478, 0.2626], [0.0973, -0.0571, -0.3038], [-0.1007, -0.3476, -0.0961], [0.2500, 0.0247, 0.2648]],
  "lowdin_charge": [-0.068, -0.404, -0.184, -0.248, -0.264, -0.371, 0.101, 0.104, 0.133, 0.142, 0.127, 0.133, 0.025, 0.031, 0.022, -0.125, -0.277, -0.185, -0.357, 1.337, 0.057, 0.118, 0.035, 0.017, 0.099],
  "homo_energy_ev": -6.45,
  "e_above_lowest_kcal_mol": 0.0,
  "gap_ev": 6.642
}


{
  "formula": "C13H38BBr2NO5",
  "method": "the ωB97M-V functional and the def2-TZVPD basis",
  "elements": ["C", "C", "Br", "C", "Br", "B", "N", "H", "H", "H", "H", "H", "H", "H", "H", "C", "C", "O", "H", "H", "H", "H", "H", "H", "C", "C", "O", "H", "H", "H", "H", "H", "H", "C", "C", "O", "H", "H", "H", "H", "H", "H", "C", "C", "O", "H", "H", "H", "H", "H", "H", "C", "C", "O", "H", "H", "H", "H", "H", "H"],
  "positions_angstrom": [[2.19631, -2.74918, -0.16207], [1.13015, -2.34244, -1.33946], [0.35168, -4.10049, -2.01841], [-0.05870, -1.31256, -0.88019], [0.56530, 0.31835, 0.10343], [-1.27121, -1.98974, -0.00016], [-2.44087, -2.64772, -0.73557], [3.24440, -2.91289, -0.70983], [2.38666, -1.92384, 0.64619], [1.95296, -3.80907, 0.32822], [1.78245, -1.91495, -2.24283], [-0.56235, -0.91589, -1.88733], [-1.35084, -1.97778, 1.19066], [-2.28219, -2.64471, -1.78224], [-2.46360, -3.66651, -0.48733], [-0.39233, -7.73862, 1.11016], [-1.50649, -6.74346, 1.36033], [-0.97662, -5.55474, 1.92826], [0.12608, -7.97858, 2.04432], [-0.78483, -8.66270, 0.67651], [0.35585, -7.31954, 0.42943], [-2.24031, -7.15768, 2.05798], [-2.02136, -6.48848, 0.42901], [-0.33241, -5.19035, 1.29736], [6.20767, -5.78862, -1.96484], [5.09351, -4.79346, -1.71467], [5.62338, -3.60474, -1.14674], [6.72608, -6.02858, -1.03068], [5.81517, -6.71270, -2.39849], [6.95585, -5.36954, -2.64557], [4.35969, -5.20768, -1.01702], [4.57864, -4.53848, -2.64599], [6.26759, -3.24035, -1.77764], [-0.12814, 4.42506, 0.37830], [1.05741, 4.94137, 1.16710], [1.61532, 3.89330, 1.94596], [-0.89218, 4.02245, 1.05145], [-0.57272, 5.22216, -0.22422], [0.17405, 3.60819, -0.28517], [0.74701, 5.74232, 1.84453], [1.83142, 5.33379, 0.50049], [1.89543, 3.19086, 1.33445], [-3.74729, 5.05479, 4.17078], [-2.64739, 4.86173, 3.14743], [-3.19594, 4.87335, 1.83774], [-4.49895, 4.26357, 4.08155], [-3.34153, 5.04370, 5.18630], [-4.26514, 6.00569, 4.00824], [-2.14715, 3.90082, 3.29970], [-1.89854, 5.65620, 3.22157], [-3.63048, 5.73392, 1.70959], [-2.28867, 5.63027, -3.08585], [-2.61881, 7.01841, -2.57755], [-3.72331, 6.95893, -1.68711], [-3.15098, 5.19392, -3.60063], [-1.44191, 5.65927, -3.77737], [-2.04237, 4.96168, -2.25450], [-2.88561, 7.67722, -3.40916], [-1.76583, 7.45640, -2.05026], [-3.47309, 6.37832, -0.94812]],
  "forces_ev_per_a": [[1.1783, -0.8339, -0.5549], [1.6109, 1.0424, 0.7891], [0.4556, 1.1879, 0.2385], [-0.9815, -0.6205, -1.9750], [0.0041, -0.8506, -0.6469], [-1.5719, -0.9065, -1.7366], [3.1230, -0.1088, -0.4228], [-2.2606, 0.3654, 1.2565], [-0.7364, -1.5496, -1.6108], [0.2669, 2.5616, -0.9079], [-1.8633, -0.8717, 1.9603], [1.2270, -0.6817, 2.1332], [0.3749, -0.1157, -0.1330], [-0.2850, 0.0484, 1.5875], [-0.5363, 1.3268, 0.1500], [0.0645, -0.2519, 0.0111], [0.3453, 0.0371, -0.1378], [0.1098, 0.3844, -0.0504], [-0.1612, 0.0154, -0.0903], [0.0999, 0.0459, -0.0030], [-0.1162, -0.0490, -0.0584], [0.1073, 0.2379, -0.0158], [-0.1251, -0.1971, -0.0615], [-0.3060, -0.1729, 0.3150], [0.0620, -0.2476, 0.0293], [0.3278, -0.0502, -0.1989], [0.1267, 0.4171, -0.0298], [-0.1584, 0.0143, -0.0955], [0.0991, 0.0575, -0.0013], [-0.1190, -0.0652, -0.0502], [0.0984, 0.2220, -0.0102], [-0.1340, -0.1938, -0.0373], [-0.3362, -0.1720, 0.3734], [-0.2101, -0.0234, 0.0078], [-0.0500, -0.2943, -0.2814], [0.2481, -0.3003, 0.0728], [0.1040, 0.1787, -0.1348], [-0.0225, -0.0853, -0.0004], [0.0371, 0.1276, -0.0615], [0.1503, -0.1909, 0.0547], [-0.0782, 0.2046, -0.0503], [-0.1428, 0.3670, 0.3438], [-0.0956, -0.0858, 0.2128], [-0.2198, 0.2301, 0.1303], [-0.1725, 0.2453, -0.4738], [0.1784, 0.0488, 0.0197], [-0.0864, 0.0427, -0.0580], [0.1180, -0.0032, 0.0771], [-0.0710, 0.1175, -0.2142], [0.1151, -0.0674, 0.1847], [0.1805, -0.4713, 0.1278], [0.0637, -0.1498, -0.1980], [0.0560, -0.3299, 0.1658], [-0.1627, 0.0019, 0.3967], [0.1149, 0.1402, 0.0205], [-0.0352, -0.0739, 0.0594], [0.0862, 0.0813, -0.0617], [-0.1104, -0.0284, 0.2337], [0.1428, 0.0542, -0.1699], [-0.1282, 0.2385, -0.4193]],
  "lowdin_charge": [-0.170, -0.668, 0.605, -0.670, 0.643, -0.360, 0.043, 0.075, 0.070, 0.077, 0.118, 0.113, 0.064, 0.051, 0.059, -0.094, -0.328, -0.095, 0.079, 0.074, 0.068, 0.115, 0.102, 0.063, -0.095, -0.342, -0.100, 0.079, 0.075, 0.073, 0.110, 0.109, 0.091, -0.090, -0.322, -0.092, 0.061, 0.063, 0.056, 0.110, 0.108, 0.071, -0.093, -0.334, -0.102, 0.079, 0.076, 0.073, 0.117, 0.108, 0.086, -0.095, -0.329, -0.089, 0.079, 0.075, 0.060, 0.113, 0.105, 0.074],
  "homo_energy_ev": -9.92,
  "e_above_lowest_kcal_mol": 39.7,
  "smiles": "C[C@@H](Br)[C@H](Br)BN.CCO.CCO.CCO.CCO.CCO",
  "gap_ev": 10.072
}


{
  "formula": "C17H21ClN4O4S",
  "method": "the ωB97M-V functional and the def2-TZVPD basis",
  "elements": ["C", "H", "H", "H", "C", "C", "H", "H", "H", "C", "C", "N", "C", "O", "N", "C", "O", "C", "H", "H", "S", "C", "N", "N", "C", "O", "C", "H", "H", "O", "C", "C", "C", "C", "C", "C", "H", "H", "H", "H", "Cl", "H", "H", "H", "H", "H", "H", "H"],
  "positions_angstrom": [[0.53639, 2.14976, -0.64417], [0.95452, 3.13344, -0.44128], [0.44673, 1.60960, 0.29435], [1.23790, 1.60592, -1.27268], [-0.81193, 2.27852, -1.34844], [-0.62332, 2.87301, -2.74315], [-1.57524, 2.94771, -3.26432], [0.04287, 2.25016, -3.33505], [-0.18936, 3.86832, -2.67406], [-1.79415, 3.14766, -0.55334], [-2.12411, 2.60609, 0.83971], [-2.63680, 1.25645, 0.77914], [-1.93571, 0.21555, 1.23689], [-0.92700, 0.26093, 1.90285], [-2.46485, -1.06432, 0.89885], [-3.36061, -1.36060, -0.07300], [-4.05360, -0.54778, -0.64846], [-3.40825, -2.83924, -0.43491], [-3.27381, -3.49419, 0.42268], [-4.33537, -3.05563, -0.96332], [-2.07132, -3.19713, -1.63597], [-0.75845, -3.33839, -0.53167], [-0.82351, -3.36975, 0.77027], [0.44174, -3.47131, 1.21223], [1.21486, -3.49939, 0.18084], [0.50648, -3.42580, -0.97592], [2.70474, -3.54480, 0.17138], [3.04903, -3.74842, 1.19233], [3.04171, -4.33984, -0.50102], [3.26990, -2.37024, -0.35184], [3.16192, -1.19899, 0.35419], [3.75116, -0.07792, -0.24005], [3.71747, 1.15696, 0.37765], [3.08123, 1.29395, 1.60046], [2.49000, 0.19533, 2.19409], [2.53304, -1.04746, 1.58242], [2.05644, -1.88408, 2.06624], [1.97362, 0.29427, 3.13493], [3.04516, 2.25946, 2.07951], [4.18226, 2.00157, -0.10546], [4.52543, -0.26112, -1.77279], [-1.92230, -1.83010, 1.30131], [-3.41671, 1.06800, 0.15726], [-2.87677, 3.24768, 1.30978], [-1.23619, 2.58510, 1.47312], [-2.72302, 3.23359, -1.12312], [-1.37784, 4.15028, -0.43924], [-1.24442, 1.27719, -1.45921]],
  "forces_ev_per_a": [[-0.3138, -0.1790, -0.0660], [0.1084, 0.1820, 0.0351], [0.0661, -0.0360, 0.1328], [0.1293, -0.0567, -0.0530], [0.0750, 0.2818, -0.0371], [-0.1131, -0.2285, 0.1914], [-0.0899, 0.0506, -0.1105], [0.0847, -0.0302, -0.1108], [0.0676, 0.1518, -0.0220], [0.0684, -0.4328, 0.0958], [0.1304, 0.2910, 0.0099], [-0.3412, 0.3009, -0.2491], [-0.4485, -0.3954, -0.1785], [0.4269, -0.0070, 0.3228], [0.3064, 0.1242, 0.4183], [-0.0637, -0.3139, 0.0703], [-0.2904, 0.1063, -0.2959], [0.3372, 0.0684, -0.1706], [-0.0943, -0.0204, 0.0079], [0.0782, 0.0388, 0.0613], [-0.3192, 0.0420, -0.3768], [-0.0803, -0.0932, 0.8286], [-1.0483, -0.0777, -0.9513], [1.5468, -0.1713, 0.2761], [-0.0653, -0.0671, 0.6828], [-0.1460, 0.0738, -0.2211], [-0.0833, -0.1739, -0.0871], [-0.1149, -0.0179, -0.1366], [-0.0009, 0.0835, 0.1937], [0.0967, 0.3222, -0.0273], [0.0892, 0.1310, -0.0765], [-0.0752, -0.1304, 0.0466], [-0.0145, -0.1710, -0.0068], [0.0002, 0.0025, 0.0807], [0.0655, 0.0870, -0.0358], [0.0311, -0.2374, -0.0705], [-0.0375, -0.0438, 0.0292], [-0.0684, 0.0158, 0.0969], [-0.0150, 0.1048, 0.0494], [0.0523, 0.0655, -0.0765], [0.1044, 0.0686, -0.1770], [-0.1296, 0.1853, -0.1736], [0.1311, -0.1792, 0.1306], [0.1442, -0.0255, 0.0383], [-0.1175, 0.0623, -0.0074], [-0.0496, 0.1056, -0.0404], [-0.0133, 0.1131, -0.0404], [-0.0063, 0.0295, 0.0000]],
  "lowdin_charge": [-0.068, 0.089, 0.053, 0.077, -0.431, -0.082, 0.074, 0.075, 0.079, -0.165, -0.167, 0.095, -0.516, 0.069, 0.180, -0.531, 0.061, -0.328, 0.084, 0.089, 1.049, -0.663, 0.028, 0.117, -0.303, 0.115, -0.096, 0.144, 0.146, -0.066, -0.278, -0.597, -0.118, -0.097, -0.075, -0.009, 0.096, 0.110, 0.107, 0.108, 0.714, 0.109, 0.120, 0.120, 0.116, 0.114, 0.119, 0.130],
  "homo_energy_ev": -8.70,
  "e_above_lowest_kcal_mol": 15.0,
  "smiles": "CC(C)CCNC(=O)NC(=O)CSc1nnc(COc2ccccc2Cl)o1",
  "gap_ev": 9.179
}


{
  "formula": "C4H19AgN6O9",
  "method": "the ωB97M-V functional and the def2-TZVPD basis",
  "elements": ["Ag", "O", "C", "O", "O", "H", "O", "H", "H", "O", "H", "H", "O", "H", "H", "C", "O", "N", "N", "H", "H", "H", "H", "C", "O", "N", "N", "H", "H", "H", "H", "C", "O", "N", "N", "H", "H", "H", "H"],
  "positions_angstrom": [[-0.64536, 1.09529, 0.15429], [-2.33638, -2.05187, 2.42128], [-2.23808, -0.89343, 1.73620], [-1.41197, -0.08097, 2.04351], [-2.96255, -0.52383, 0.84388], [-1.51611, -2.07204, 2.91962], [-2.49432, 2.35724, -0.45745], [-3.28881, 1.85210, -0.63024], [-2.66283, 3.21238, -0.85316], [-0.74189, 2.77557, 1.82475], [-1.38428, 3.48508, 1.81228], [-0.30362, 2.86349, 2.67116], [0.70915, 2.33650, -1.04885], [0.43013, 2.97896, -1.70125], [1.56294, 2.65129, -0.75189], [1.15626, -1.71743, -0.57057], [0.30780, -0.98293, -0.17638], [2.05513, -1.43479, -1.46599], [1.28345, -2.92720, -0.26200], [2.78223, -2.09606, -1.69868], [2.01637, -0.51364, -1.87839], [2.18550, -3.31182, -0.50383], [0.63495, -3.24284, 0.44505], [2.03319, 0.38852, 2.26090], [1.49749, 0.92629, 1.32863], [1.37286, -0.11431, 3.22623], [3.26960, 0.48257, 2.45331], [1.84630, -0.59973, 3.97478], [0.36444, -0.06641, 3.19634], [3.84834, 0.98710, 1.79710], [3.79430, -0.02301, 3.15273], [-1.35315, -0.36264, -2.86433], [-1.22486, 0.40796, -1.94791], [-0.36549, -0.83630, -3.50337], [-2.44984, -0.81043, -3.34586], [0.55731, -0.44659, -3.37429], [-0.48626, -1.62384, -4.12409], [-2.46564, -1.53808, -4.04612], [-3.37631, -0.53006, -3.05751]],
  "forces_ev_per_a": [[-0.2551, -1.1632, 2.0518], [0.0114, 0.3191, -0.5880], [-3.5135, -1.8068, -1.2215], [6.2003, 3.6592, 2.4740], [-2.6095, -1.3741, -2.1415], [0.1471, -0.3785, 0.4929], [-0.4710, 0.6771, 0.1284], [-0.1748, -0.4946, 0.0821], [0.0730, 0.2982, -0.1195], [0.0300, 0.4834, 0.1357], [-0.3527, 0.1094, -0.1022], [0.2860, -0.1714, 0.2077], [0.5508, 0.4775, -0.8124], [-0.3242, 0.0770, -0.2994], [0.2835, -0.0936, 0.5287], [-0.2620, 2.3551, -1.2152], [-2.4107, 1.4906, 1.1663], [2.8611, 2.9317, -3.2478], [-0.1607, -6.2355, 2.8445], [-0.1755, 0.6629, -0.3373], [0.5500, -0.2362, 0.1779], [-0.7409, -1.0355, 0.7834], [0.6201, -0.7012, 0.0149], [-2.4304, 1.5307, -1.2135], [-1.1923, 1.6424, -3.0034], [-3.1116, -2.8910, 4.0625], [8.1562, 0.1889, 0.3613], [-0.4305, 0.2063, -0.0226], [0.0405, -0.2683, -0.1027], [-0.3194, -0.2094, -0.0255], [-0.3366, 0.1470, -0.0112], [-0.3822, 1.4107, 1.9463], [-0.5224, 1.9589, 0.9488], [5.8141, -2.2016, -2.9486], [-6.0077, -1.7817, -1.5838], [-0.3907, -0.4000, 0.0258], [0.4262, 0.4073, 0.0006], [0.0527, 0.3518, 0.1111], [0.4717, 0.0574, 0.4516]],
  "lowdin_spin": [0.451, 0.018, 0.022, 0.318, 0.133, 0.001, 0.005, 0.000, 0.000, 0.005, 0.000, 0.000, 0.022, 0.001, 0.002, 0.001, 0.008, 0.000, 0.000, 0.000, 0.000, 0.000, 0.000, 0.001, 0.007, 0.002, 0.000, 0.000, 0.001, 0.000, 0.000, 0.000, 0.001, 0.000, 0.000, 0.000, 0.000, 0.000, 0.000],
  "charge": 1,
  "homo_energy_ev": [-12.33, -11.05],
  "spin_multiplicity": 2,
  "gap_ev": [10.040, 5.936]
}


| no. | electronic energy (hartree) | molar mass (g mol⁻¹) | F_max (eV/Å) |
| --- | --- | --- | --- |
| 1 | -1178.18600 | 186.26 | 4.15 |
| 2 | -6121.85178 | 459.07 | 3.15 |
| 3 | -2038.80519 | 412.90 | 1.58 |
| 4 | -1316.26240 | 403.10 | 8.17 |